Here is a cluster of 3 separate species, C8H24N2O3 in total from the OMol25 dataset. Energies are from the ωB97M-V functional and the def2-TZVPD basis.

Geometry as XYZ:
```
37
Properties=species:S:1:pos:R:3:lowdin_charge:R:1
C -2.710 -1.593 -1.120 -0.1086
O -2.761 -0.310 -1.709 -0.2164
C -2.076 -0.220 -2.971 -0.1485
C -0.514 -0.504 -2.815 -0.4394
C 0.058 0.511 -1.865 -0.0682
N 0.148 -0.207 -4.063 0.0240
H -3.041 -2.388 -1.788 0.0911
H -3.271 -1.785 -0.205 0.0927
H -1.665 -1.671 -0.820 0.0753
H -2.522 -0.920 -3.678 0.1123
H -2.324 0.775 -3.339 0.1288
H -0.396 -1.546 -2.514 0.1271
H 1.129 0.313 -1.897 0.0693
H -0.291 0.291 -0.856 0.0561
H -0.152 1.548 -2.128 0.1038
H -0.279 -0.728 -4.815 0.0703
H 1.094 -0.551 -3.978 0.0728
C -0.646 0.580 3.340 -0.0830
O -0.171 -0.142 2.175 -0.1989
C 1.120 -0.614 2.317 -0.2154
C 2.216 0.429 2.162 -0.4590
C 2.415 0.954 0.747 -0.0649
N 3.494 -0.104 2.406 0.0210
H -0.370 1.632 3.282 0.0952
H -0.451 0.214 4.348 0.0967
H -1.732 0.640 3.279 0.0865
H 1.154 -1.172 3.253 0.1238
H 1.300 -1.409 1.594 0.1310
H 2.077 1.260 2.855 0.1366
H 2.574 0.151 0.027 0.0825
H 3.170 1.735 0.649 0.0848
H 1.484 1.396 0.392 0.0659
H 4.124 0.533 1.942 0.0641
H 3.771 0.021 3.369 0.0797
O -2.239 1.249 0.876 -0.0462
H -1.549 0.929 1.456 -0.0316
H -2.166 0.704 0.092 -0.0113
```

Summary:
E_tot ... -17805.74500 eV
Strongest force on any atom ... 2.96 eV/A
Spin multiplicity ... 1
E_HOMO ... -0.348 Ha